1.
The following is a DFT calculation (ωB97M-V with the def2-TZVPD basis set) of C4H6O2 in the gas phase.

Properties
E in eV: -8335.650
ΔE to the lowest compared entry with this formula, charge and spin in kcal/mol: 110.9
Net charge: 0
2S+1: 1
HOMO-LUMO gap in eV: 8.93

The geometry in XYZ format:
```
12
Properties=species:S:1:pos:R:3:nbo_charge:R:1
C -0.552 -0.741 1.409 -0.42
C -0.742 1.139 -0.190 0.01
O 0.574 1.344 -0.326 -0.52
C 1.062 0.320 -1.173 0.22
O 0.844 -0.891 -0.485 -0.53
C -0.413 -0.954 0.084 0.12
H -1.503 -0.913 1.900 0.22
H 0.296 -0.423 2.006 0.22
H -1.026 1.693 0.734 0.13
H 0.526 0.341 -2.129 0.17
H 2.138 0.446 -1.290 0.18
H -1.204 -1.361 -0.540 0.20
```

***

2.
The following is a DFT calculation (ωB97M-V with the def2-TZVPD basis set) of a molecular structure, C37H41IMoN5O4Sb in a non-equilibrium geometry.

Properties
E in eV: -71156.588
Net charge: +2
2S+1: 1
HOMO-LUMO gap (spin up / spin down) in eV: 7.07 / 6.61

The geometry in XYZ format:
```
90
Properties=species:S:1:pos:R:3:lowdin_charge:R:1
Mo 0.900 0.089 0.404 1.57
O 2.453 0.544 1.218 -0.37
C 3.031 1.189 2.283 -0.36
C 4.381 1.063 2.514 -0.02
C 4.947 1.778 3.561 -0.03
C 4.164 2.604 4.359 -0.04
C 2.805 2.696 4.122 0.00
C 2.223 1.980 3.079 -0.16
C 0.786 2.002 2.879 -0.03
N 0.156 1.323 2.005 -0.10
N -1.237 1.371 2.153 0.11
C -1.793 0.601 1.297 -0.43
O -1.041 -0.070 0.415 -0.34
C -3.247 0.439 1.232 -0.16
C -4.080 1.217 2.038 -0.01
C -5.453 1.075 1.939 -0.05
C -5.998 0.160 1.044 -0.05
C -5.170 -0.623 0.249 -0.06
C -3.794 -0.484 0.341 -0.02
H 4.971 0.416 1.877 0.13
H 6.008 1.689 3.756 0.12
H 4.616 3.166 5.165 0.12
H 2.175 3.316 4.752 0.13
H 0.168 2.582 3.560 0.15
H -3.640 1.922 2.731 0.12
H -6.104 1.678 2.559 0.12
H -7.073 0.056 0.969 0.12
H -5.601 -1.339 -0.439 0.11
H -3.136 -1.092 -0.267 0.10
O -1.963 -5.333 3.376 -0.04
C -1.154 -4.511 4.184 -0.19
C -0.437 -3.532 3.298 -0.14
C 0.374 -2.544 3.843 0.03
C 0.956 -1.619 3.010 -0.06
N 0.784 -1.643 1.678 -0.02
C 0.056 -2.641 1.136 -0.18
C -0.571 -3.588 1.918 0.08
C 0.005 -2.645 -0.352 -0.17
C -0.538 -3.684 -1.073 0.08
C -0.518 -3.650 -2.464 -0.13
C -1.187 -4.746 -3.260 -0.19
O -1.280 -5.962 -2.555 -0.03
C 0.101 -2.573 -3.082 0.02
C 0.617 -1.562 -2.305 -0.14
N 0.563 -1.572 -0.965 -0.05
H -2.383 -6.009 3.917 0.11
H -0.409 -5.088 4.741 0.14
H -1.741 -3.945 4.914 0.14
H 0.541 -2.480 4.912 0.14
H 1.577 -0.825 3.402 0.12
H -1.176 -4.370 1.484 0.12
H -0.976 -4.539 -0.577 0.13
H -0.702 -4.858 -4.231 0.14
H -2.211 -4.424 -3.453 0.15
H -0.456 -6.454 -2.635 0.11
H 0.173 -2.511 -4.162 0.14
H 1.107 -0.708 -2.748 0.10
I 3.805 2.885 -0.648 1.05
C 4.087 1.020 -1.568 -0.73
C 5.232 0.904 -2.346 -0.13
C 5.569 -0.341 -2.845 -0.03
C 4.777 -1.426 -2.512 -0.04
C 3.656 -1.203 -1.740 -0.15
N 3.274 0.008 -1.294 -0.02
H 5.853 1.769 -2.532 0.10
H 6.453 -0.462 -3.459 0.13
H 5.024 -2.429 -2.836 0.12
H 3.021 -2.033 -1.458 0.10
C 0.675 4.887 -2.439 -0.18
C 0.596 3.435 -2.915 -0.42
Sb -0.229 2.090 -1.457 1.45
C -1.550 3.454 -0.450 -0.39
C -2.757 3.915 -1.265 -0.16
C -1.454 0.922 -2.789 -0.41
C -2.446 1.643 -3.703 -0.16
H 1.148 5.505 -3.205 0.08
H 1.261 4.995 -1.525 0.04
H -0.315 5.305 -2.253 0.06
H 1.574 3.052 -3.195 0.03
H -0.050 3.354 -3.792 0.05
H -0.908 4.293 -0.184 0.05
H -1.861 2.983 0.477 0.02
H -2.501 4.197 -2.287 0.06
H -3.207 4.789 -0.788 0.08
H -3.520 3.139 -1.306 0.06
H -1.947 0.173 -2.169 0.04
H -0.718 0.402 -3.403 0.03
H -3.313 2.013 -3.163 0.06
H -2.806 0.949 -4.465 0.08
H -1.991 2.483 -4.229 0.06
```

***

3.
The following is a DFT calculation (ωB97M-V with the def2-TZVPD basis set) of a molecular structure, C43H37IrN4O2P2S3Te.

Properties
E in eV: -116463.725
ΔE to the lowest compared entry with this formula, charge and spin in kcal/mol: 34.9
Net charge: 0
2S+1: 1
HOMO-LUMO gap in eV: 6.04

The geometry in XYZ format:
```
93
Properties=species:S:1:pos:R:3:lowdin_charge:R:1
Ir 0.927 -0.504 0.183 0.64
S -3.078 -1.786 -1.930 0.24
P -2.171 -0.065 -1.582 0.33
C -0.422 0.077 -1.382 -0.75
P 0.475 -0.648 -2.650 0.48
S 1.427 -2.065 -1.477 0.35
C 1.705 0.503 -3.325 -0.38
C 2.778 0.025 -4.074 -0.09
C 3.672 0.913 -4.650 -0.08
C 3.485 2.284 -4.496 -0.08
C 2.411 2.762 -3.761 -0.07
C 1.522 1.870 -3.171 -0.10
C -0.280 -1.273 -4.169 -0.34
C -0.742 -2.585 -4.224 -0.13
C -1.367 -3.050 -5.370 -0.07
C -1.543 -2.204 -6.455 -0.07
C -1.086 -0.893 -6.403 -0.08
C -0.448 -0.428 -5.266 -0.08
C -2.867 0.774 -0.108 -0.40
C -2.113 1.688 0.627 -0.13
C -2.656 2.302 1.748 -0.09
C -3.956 2.014 2.138 -0.09
C -4.714 1.111 1.403 -0.08
C -4.171 0.489 0.288 -0.10
C -2.560 1.115 -2.928 -0.33
C -2.026 2.402 -2.908 -0.10
C -2.301 3.292 -3.933 -0.08
C -3.122 2.905 -4.985 -0.09
C -3.673 1.633 -4.999 -0.08
C -3.394 0.739 -3.974 -0.11
H 2.919 -1.043 -4.195 0.11
H 4.512 0.541 -5.222 0.11
H 4.180 2.977 -4.952 0.10
H 2.268 3.828 -3.638 0.11
H 0.691 2.215 -2.570 0.08
H -0.625 -3.230 -3.363 0.08
H -1.727 -4.069 -5.410 0.11
H -2.040 -2.565 -7.347 0.10
H -1.230 -0.231 -7.247 0.11
H -0.095 0.595 -5.228 0.11
H -1.097 1.902 0.320 0.08
H -2.061 3.007 2.316 0.10
H -4.380 2.492 3.012 0.10
H -5.728 0.882 1.705 0.10
H -4.739 -0.244 -0.271 0.08
H -1.396 2.701 -2.080 0.09
H -1.880 4.290 -3.910 0.10
H -3.338 3.599 -5.788 0.10
H -4.316 1.329 -5.816 0.10
H -3.798 -0.265 -3.983 0.06
N 2.245 3.646 6.884 0.10
C 2.311 2.525 6.071 -0.32
C 1.193 2.118 5.335 -0.03
C 1.271 1.027 4.494 -0.06
C 2.466 0.328 4.373 -0.30
C 3.586 0.729 5.084 -0.05
C 3.507 1.819 5.932 -0.02
S 2.566 -1.056 3.295 0.61
O 3.892 -1.590 3.370 -0.28
O 1.456 -1.931 3.549 -0.31
N 2.274 -0.417 1.809 -0.25
C 3.228 0.343 1.209 -0.48
N 2.892 0.511 -0.097 0.01
C 3.782 1.102 -0.883 -0.08
C 4.974 1.589 -0.374 -0.04
C 5.169 1.458 0.991 -0.10
N 4.310 0.840 1.793 0.16
H 1.325 3.916 7.190 0.09
H 2.936 3.706 7.612 0.09
H 0.262 2.666 5.428 0.11
H 0.404 0.721 3.923 0.10
H 4.510 0.184 4.957 0.11
H 4.381 2.136 6.489 0.11
H 3.539 1.193 -1.927 0.08
H 5.702 2.064 -1.014 0.10
H 6.055 1.864 1.468 0.11
C -1.555 -1.585 3.218 -0.35
Te -1.103 -1.736 1.117 1.46
C -0.380 -3.672 1.611 -0.37
C -1.144 -4.040 2.856 -0.29
C -1.279 -5.367 3.254 -0.04
C -1.966 -5.690 4.412 -0.08
C -2.528 -4.682 5.185 -0.08
C -2.401 -3.361 4.792 -0.04
C -1.710 -3.028 3.629 -0.29
H -2.499 -1.042 3.265 0.06
H -0.791 -1.086 3.800 0.03
H 0.692 -3.610 1.794 0.06
H -0.582 -4.330 0.768 0.07
H -0.843 -6.150 2.645 0.12
H -2.067 -6.726 4.709 0.10
H -3.071 -4.926 6.089 0.10
H -2.844 -2.572 5.390 0.11
```

***

no.,M (g mol⁻¹)
1,86.09
2,964.37
3,1119.76